Density functional theory data (ωB97M-V/def2-TZVPD) for a molecular structure, C30H33GeRhS3 in a non-equilibrium geometry.

Summary:
HOMO-LUMO gap (alpha / beta): 6.0 / 5.7 eV
LUMO level (alpha / beta): -11.05 / -11.34 eV
multiplicity: 2
total charge: +3
ΔE to the lowest compared entry with this formula, charge and spin: 3.844 eV

Geometry (Å):
Rh1 0.07677 1.63264 0.21082
C1 2.39806 1.75189 1.06745
C2 2.04526 2.95348 0.43343
C3 0.97239 3.71775 0.92743
C4 0.22507 3.25007 2.01930
C5 0.56697 2.04806 2.64885
C6 1.69420 1.34340 2.21525
H1 3.24977 1.18473 0.71346
H2 2.59826 3.29130 -0.43446
H3 0.73030 4.67671 0.49156
H4 -0.63260 3.81093 2.36637
H5 0.00067 1.70007 3.50265
H6 2.02071 0.47839 2.76928
C7 -1.83206 0.29510 -3.30024
C8 -0.67742 1.26636 -3.46217
S1 0.17273 2.12548 -2.06239
C9 -0.68782 3.72004 -1.98315
C10 -2.05195 3.64564 -1.34182
S2 -2.06720 2.56323 0.14883
C11 -3.60098 1.62132 -0.11802
C12 -3.61554 0.50804 -1.13921
S3 -3.45015 0.98888 -2.88053
H7 -1.59432 -0.51737 -2.61269
H8 -1.94671 -0.16275 -4.28624
H9 -0.96517 2.11205 -4.09037
H10 0.16263 0.77776 -3.95366
H11 -0.75192 4.11949 -2.99718
H12 0.00032 4.36567 -1.44481
H13 -2.77725 3.21294 -2.02710
H14 -2.39506 4.62993 -1.02147
H15 -4.30591 2.42655 -0.34727
H16 -3.85628 1.24155 0.87139
H17 -4.56585 -0.01663 -1.02193
H18 -2.82772 -0.20518 -0.91357
C13 2.78299 -2.82773 4.47541
C14 3.60108 -2.20585 3.53280
C15 3.04547 -1.65535 2.39733
C16 1.65845 -1.71592 2.16967
C17 0.85372 -2.33039 3.13376
C18 1.41569 -2.89300 4.27168
Ge1 0.83958 -1.02953 0.57336
C19 1.82193 -1.49662 -1.00105
C20 2.91782 -2.36631 -0.86342
C21 3.62231 -2.79138 -1.97790
C22 3.26631 -2.35030 -3.24209
C23 2.18328 -1.49050 -3.39663
C24 1.48615 -1.07296 -2.28261
C25 -1.06119 -1.28327 0.56239
C26 -1.49854 -2.18108 -0.42980
C27 -2.75401 -2.75834 -0.32650
C28 -3.59728 -2.40517 0.71847
C29 -3.18867 -1.48592 1.67981
C30 -1.92618 -0.92127 1.60237
H19 3.22010 -3.27077 5.36054
H20 4.66973 -2.16272 3.69370
H21 3.70228 -1.19939 1.66342
H22 -0.21575 -2.41608 2.98425
H23 0.78498 -3.38559 4.99879
H24 3.19087 -2.75592 0.10656
H25 4.45100 -3.47643 -1.86147
H26 3.82055 -2.68728 -4.10752
H27 1.89597 -1.17010 -4.38966
H28 0.62223 -0.43743 -2.39769
H29 -0.83129 -2.48532 -1.22834
H30 -3.07448 -3.49308 -1.05306
H31 -4.57680 -2.85976 0.79223
H32 -3.84740 -1.24273 2.50349
H33 -1.59310 -0.25401 2.38992

Atom charges from the natural (NBO) analysis, given in e for atoms 1 to 5: Rh 0.430; C -0.243; C -0.110; C -0.247; C -0.136

***

Density functional theory data (ωB97M-V/def2-TZVPD) for a molecular structure, C16H52BMgO16S4 in a non-equilibrium geometry.

Summary:
HOMO-LUMO gap: 3.2 eV
LUMO level: -8.36 eV
total charge: +1
ΔE to the lowest compared entry with this formula, charge and spin: 12.851 eV

Geometry (Å):
Mg1 -3.94794 0.45934 1.78305
B1 -0.82225 -0.82127 1.97934
H1 -1.53915 -1.52881 2.36626
H2 -0.92033 0.14358 2.45228
H3 0.16391 -1.21431 2.17236
H4 -1.06304 -0.70113 0.93444
O1 -3.67951 -4.66360 -2.99917
S1 -4.34025 -3.44310 -3.45973
O2 -4.47349 -2.30828 -2.55353
O3 -3.60039 -2.97658 -4.86936
C1 -3.31980 -3.85690 -5.88788
C2 -2.54493 -3.08236 -6.95640
C3 -6.02476 -3.79273 -4.08882
H5 -4.24919 -4.23724 -6.31177
H6 -2.69815 -4.69133 -5.56326
H7 -1.49354 -2.97760 -6.68865
H8 -2.91354 -2.08004 -7.17453
H9 -2.66100 -3.65688 -7.87540
H10 -6.65342 -3.92756 -3.20864
H11 -6.03447 -4.64442 -4.76899
H12 -6.33380 -2.89145 -4.61823
O4 6.58010 -0.98018 8.76885
S2 6.66086 -0.51370 7.36331
O5 6.75784 -1.39511 6.13951
O6 5.51570 0.60859 7.17785
C4 5.28964 1.17285 5.89477
C5 4.15984 2.22457 6.17885
C6 8.19156 0.57709 7.23957
H13 4.92432 0.50442 5.11512
H14 6.18313 1.68452 5.53705
H15 3.72708 2.69778 5.29744
H16 4.63744 2.95888 6.82753
H17 3.33010 1.67225 6.61994
H18 8.95916 0.06288 7.81790
H19 7.93495 1.59728 7.52498
H20 8.49376 0.54289 6.19286
O7 -3.57999 3.17025 -2.11347
S3 -3.45688 3.75757 -3.41332
O8 -2.20304 3.59624 -4.20086
O9 -4.70022 3.21817 -4.36705
C7 -4.50963 3.46274 -5.77001
C8 -5.45739 2.63009 -6.62461
C9 -3.87223 5.57022 -3.29563
H21 -3.50790 3.35175 -6.18513
H22 -4.77352 4.48698 -6.03343
H23 -5.36830 1.56455 -6.41298
H24 -5.11871 2.78354 -7.64923
H25 -6.48209 3.00159 -6.63330
H26 -4.62177 5.66710 -2.51020
H27 -4.18521 6.07913 -4.20730
H28 -2.94928 6.02695 -2.93833
O10 7.05290 1.95581 -0.71074
S4 6.11649 2.77016 -1.52094
O11 5.31098 3.82367 -0.94855
O12 6.97743 3.38529 -2.78743
C10 6.45627 4.17262 -3.77613
C11 6.71181 3.58637 -5.19277
C12 4.94827 1.62239 -2.43236
H29 6.89405 5.16712 -3.69000
H30 5.39461 4.28871 -3.55817
H31 6.31730 4.23567 -5.97436
H32 6.27486 2.59059 -5.11802
H33 7.77662 3.51995 -5.41609
H34 4.31482 1.22990 -1.63688
H35 5.47750 0.81543 -2.93915
H36 4.34229 2.27062 -3.06536
C13 1.49514 -5.52515 -2.01440
O13 0.95409 -6.70514 -2.51843
H37 2.57650 -5.63341 -1.93053
H38 1.34489 -4.70926 -2.72140
H39 1.20219 -5.23341 -1.00585
H40 0.01863 -6.49407 -2.56264
C14 -6.17146 -3.76486 3.92546
O14 -6.09851 -2.36404 3.87174
H41 -6.23090 -4.06593 4.97137
H42 -7.14402 -3.95602 3.47192
H43 -5.39332 -4.38423 3.47940
H44 -6.75433 -2.07588 4.51086
C15 0.52881 -3.59489 6.99004
O15 1.24708 -3.80003 5.77247
H45 0.74456 -4.46125 7.61533
H46 0.87491 -2.67855 7.46819
H47 -0.54888 -3.43405 6.96128
H48 0.84046 -3.20570 5.13762
C16 -3.34338 2.44129 6.13998
O16 -3.96357 2.59784 4.89695
H49 -2.81872 1.48587 6.14304
H50 -2.63415 3.26503 6.22083
H51 -4.02955 2.56371 6.97801
H52 -4.47292 3.40903 4.96122

Atom charges from the Löwdin analysis, given in e for atoms 1 to 5: Mg 1.479; B -0.306; H -0.065; H -0.071; H 0.004

***

Density functional theory data (ωB97M-V/def2-TZVPD) for C20H30N2O3 in the gas phase.

Summary:
HOMO-LUMO gap: 8.4 eV
SMILES: COC(=O)c1ccc(CN2CCN(C3CCCC3)[C@@H](CCO)C2)cc1
LUMO level: 0.50 eV
ΔE to the lowest compared entry with this formula, charge and spin: 1.738 eV

Geometry (Å):
C1 -6.77574 -1.18796 0.10451
O1 -5.55101 -0.60624 -0.31195
C2 -4.88493 0.08548 0.62866
O2 -5.28916 0.20888 1.75974
C3 -3.62112 0.66574 0.12271
C4 -3.19352 0.48120 -1.18956
C5 -2.00413 1.04232 -1.61113
C6 -1.21925 1.79633 -0.74277
C7 0.12476 2.31988 -1.18333
N1 1.22556 1.39576 -0.94294
C8 1.12764 0.15629 -1.68645
C9 2.43849 -0.63292 -1.54003
N2 2.86826 -0.83336 -0.17352
C10 2.50678 -2.06604 0.48858
C11 1.04346 -2.55169 0.42246
C12 1.16455 -4.04577 0.69287
C13 2.36624 -4.44705 -0.16216
C14 3.33423 -3.26218 -0.05011
C15 2.81739 0.39315 0.59803
C16 3.96752 1.31939 0.16864
C17 4.40339 2.26817 1.28491
O3 5.41489 3.15699 0.87335
C18 1.46559 1.11193 0.45690
C19 -1.65896 1.98377 0.56468
C20 -2.84566 1.42630 0.99537
H1 -6.60313 -1.89444 0.91937
H2 -7.46422 -0.41501 0.45280
H3 -7.18199 -1.69857 -0.76491
H4 -3.79621 -0.10080 -1.86903
H5 -1.68048 0.90180 -2.63270
H6 0.11115 2.53136 -2.25651
H7 0.36017 3.24541 -0.65050
H8 0.97777 0.39340 -2.74326
H9 0.27347 -0.45216 -1.34363
H10 2.33298 -1.60167 -2.02954
H11 3.22588 -0.07440 -2.05756
H12 2.76024 -1.92874 1.54496
H13 0.40346 -2.03842 1.13982
H14 0.63738 -2.40380 -0.57770
H15 0.26170 -4.59607 0.43006
H16 1.37930 -4.21793 1.74885
H17 2.81670 -5.38064 0.17172
H18 2.04686 -4.57924 -1.19721
H19 3.77803 -3.01180 -1.01182
H20 4.15001 -3.48680 0.63545
H21 2.96251 0.13267 1.65258
H22 3.65510 1.90592 -0.69552
H23 4.81727 0.69509 -0.11914
H24 4.73887 1.68663 2.15790
H25 3.57363 2.90579 1.59716
H26 6.15145 2.64235 0.52457
H27 1.49771 2.05419 1.00668
H28 0.67210 0.47995 0.89395
H29 -1.06809 2.57887 1.24582
H30 -3.19443 1.56750 2.00727

Atom charges from the natural (NBO) analysis, given in e for atoms 1 to 5: C -0.258; O -0.509; C 0.779; O -0.595; C -0.180

***

Density functional theory data (ωB97M-V/def2-TZVPD) for 3 unconnected molecules or ions with the total composition C25H26N4O8 in a non-equilibrium geometry.

Summary:
HOMO-LUMO gap: 7.9 eV
SMILES: NC[C@@H](O)Cc1ccc(CCO)c2c1C(=O)NC2=O.O=[N+]([O-])c1ccccc1.O=[N+]([O-])c1ccccc1
LUMO level: -1.12 eV
ΔE to the lowest compared entry with this formula, charge and spin: 12.147 eV

Geometry (Å):
N1 5.32842 -2.37131 0.18673
C1 4.89683 -1.00091 0.67264
C2 3.41228 -1.14085 1.31980
O1 3.39188 -0.83219 2.75315
C3 2.31172 -0.18359 0.62679
C4 0.85201 -0.84065 0.54270
C5 0.57873 -2.37197 0.32922
C6 -0.83058 -3.01915 0.28431
C7 -2.07000 -2.07072 0.45568
C8 -3.58895 -2.55823 0.46311
C9 -3.83483 -4.02027 -0.17392
O2 -3.20975 -4.23871 -1.46029
C10 -1.83113 -0.53258 0.63037
C11 -0.38745 0.06882 0.67937
C12 -0.54735 1.63550 0.88780
O3 0.28436 2.56740 0.97883
N2 -1.98946 1.80125 1.02100
C13 -2.86966 0.66139 0.78566
O4 -4.12092 0.70416 0.77226
H1 4.57250 -2.65927 -0.45590
H2 5.23788 -2.98353 1.02504
H3 5.60530 -0.68120 1.50612
H4 4.83936 -0.27323 -0.20706
H5 3.13790 -2.26252 1.24786
H6 3.25365 -1.68696 3.21012
H7 2.20995 0.72833 1.33219
H8 2.66909 0.25840 -0.37990
H9 1.47600 -3.07227 0.20689
H10 -0.97431 -4.15265 0.13741
H11 -4.24506 -1.76164 -0.01719
H12 -3.92007 -2.62295 1.57081
H13 -3.49486 -4.79180 0.60060
H14 -4.97832 -4.14866 -0.30884
H15 -3.18704 -3.36793 -1.91408
H16 -2.38394 2.74851 0.97570
O5 -4.76761 -2.07644 -2.06070
N3 -4.86407 -2.25359 -3.27306
O6 -4.88565 -3.34848 -3.81168
C14 -4.95423 -1.06884 -4.12846
C15 -4.89553 0.19987 -3.55339
C16 -4.95742 1.32260 -4.37174
C17 -5.08125 1.17455 -5.75021
C18 -5.14972 -0.09507 -6.31721
C19 -5.08581 -1.22373 -5.50722
H17 -4.79899 0.32888 -2.48040
H18 -4.90604 2.31460 -3.93533
H19 -5.12365 2.05351 -6.38647
H20 -5.24916 -0.20415 -7.39200
H21 -5.13703 -2.20724 -5.96155
O7 7.56634 3.39626 2.43054
N4 6.46224 3.11278 1.98730
O8 6.27150 2.49191 0.95065
C20 5.28861 3.55033 2.74697
C21 5.46179 4.29216 3.91437
C22 4.34357 4.72539 4.61917
C23 3.06655 4.41408 4.16047
C24 2.90093 3.66430 2.99959
C25 4.01322 3.22942 2.28711
H22 6.45107 4.54121 4.28215
H23 4.46695 5.30900 5.52559
H24 2.19569 4.75860 4.71023
H25 1.90344 3.42160 2.64784
H26 3.87010 2.64852 1.38243

Atom charges from the natural (NBO) analysis, given in e for atoms 1 to 5: N -0.808; C -0.249; C 0.090; O -0.737; C -0.485

***

Density functional theory data (ωB97M-V/def2-TZVPD) for a molecular structure, C8H4BrN2PdS2Se in a non-equilibrium geometry.

Summary:
HOMO-LUMO gap (alpha / beta): 4.6 / 4.6 eV
LUMO level (alpha / beta): -7.82 / -7.81 eV
total charge: +1
ΔE to the lowest compared entry with this formula, charge and spin: 0.779 eV

Geometry (Å):
Pd1 -2.98402 -0.09934 -0.78911
S1 -2.42899 1.80334 -1.80119
C1 -0.88275 1.54931 -1.11026
N1 -0.76071 0.37703 -0.53542
C2 0.46420 0.22457 0.05821
C3 0.91310 -0.90976 0.76568
C4 2.18539 -0.87545 1.26324
C5 3.02014 0.25622 1.07826
C6 2.59851 1.36808 0.39518
C7 1.29424 1.34396 -0.11307
S2 0.46381 2.57616 -0.99481
H1 0.25901 -1.76063 0.89908
H2 2.57339 -1.72442 1.80884
H3 4.01734 0.24148 1.49637
H4 3.24541 2.22450 0.27009
Br1 -4.84422 0.40037 0.57515
Se1 -3.75677 -1.66718 -2.36606
C8 -2.94983 -2.55327 -0.95507
N2 -2.42726 -2.77497 0.05490

Atom charges from the natural (NBO) analysis, given in e for atoms 1 to 5: Pd 0.716; S 0.329; C -0.206; N -0.574; C 0.196

***

Density functional theory data (ωB97M-V/def2-TZVPD) for a molecular structure, C38H56BN12SZr.

Summary:
HOMO-LUMO gap: 7.7 eV
LUMO level: -8.86 eV
total charge: +3

Geometry (Å):
Zr1 -0.18030 -0.23224 0.01812
C1 0.53371 0.19966 5.38466
C2 -0.00398 0.71034 4.09236
C3 -0.86605 1.77739 3.89041
C4 -1.05336 1.89670 2.52339
N1 -0.32341 0.93384 1.89581
N2 0.30641 0.20440 2.88907
B1 1.28513 -0.96034 2.59015
N3 2.33934 -0.51898 1.57026
N4 2.06872 -0.17672 0.25135
C5 3.28953 0.04193 -0.32638
C6 4.27726 -0.09690 0.63374
C7 3.65498 -0.47419 1.80716
C8 4.29176 -0.78996 3.11602
C9 3.64453 0.16403 -1.79834
C10 2.58985 0.82486 -2.68079
C11 3.91942 -1.28366 -2.25059
C12 4.93793 0.97602 -1.97043
N5 0.53317 -2.21543 2.06522
N6 0.06870 -2.33268 0.76347
C13 -0.31148 -3.63177 0.60938
C14 -0.12927 -4.29978 1.80926
C15 0.42163 -3.39419 2.69819
C16 0.86477 -3.64487 4.09850
C17 -0.74014 -4.28757 -0.68645
C18 -1.95986 -3.60103 -1.30176
C19 -1.12108 -5.74836 -0.42469
C20 0.46696 -4.27207 -1.63657
C21 -1.86404 2.98012 1.84639
C22 -0.88690 4.08480 1.40528
C23 -2.85135 3.58833 2.85220
C24 -2.70084 2.44394 0.68169
H1 0.10898 0.77617 6.20260
H2 0.28854 -0.84945 5.54374
H3 1.61824 0.29898 5.42479
H4 -1.29289 2.39474 4.66085
H5 1.81137 -1.25040 3.60773
H6 5.33704 0.01267 0.49717
H7 5.36931 -0.67980 3.02420
H8 3.94668 -0.11620 3.90015
H9 4.07913 -1.81220 3.42721
H10 1.59854 0.40052 -2.55660
H11 2.53582 1.89564 -2.47813
H12 2.88235 0.71172 -3.72552
H13 3.11704 -1.95590 -1.93068
H14 4.04677 -1.33376 -3.33393
H15 4.82659 -1.66901 -1.78623
H16 4.83878 1.97043 -1.53407
H17 5.80466 0.48917 -1.52953
H18 5.14523 1.09233 -3.03468
H19 -0.32637 -5.33779 2.01011
H20 0.63010 -4.67129 4.36905
H21 1.94005 -3.50271 4.20478
H22 0.36762 -2.98533 4.80875
H23 -2.81667 -3.65923 -0.62806
H24 -1.78295 -2.55386 -1.52778
H25 -2.23054 -4.10673 -2.23047
H26 -1.96040 -5.82975 0.26720
H27 -1.42053 -6.21213 -1.36467
H28 -0.28273 -6.32279 -0.03071
H29 0.87683 -3.26918 -1.73397
H30 1.25887 -4.91722 -1.25441
H31 0.17811 -4.64162 -2.62241
H32 -0.46617 4.58350 2.27862
H33 -0.05256 3.68956 0.82542
H34 -1.41111 4.83479 0.81070
H35 -2.34015 4.08701 3.67441
H36 -3.45640 4.34127 2.34676
H37 -3.52619 2.83516 3.26200
H38 -2.11679 1.91358 -0.06981
H39 -3.47818 1.77158 1.04748
H40 -3.19109 3.27858 0.17753
N7 -2.47917 -1.07458 2.09650
C25 -3.75443 -1.36788 2.36952
C26 -4.46630 -1.24233 1.19308
C27 -3.51977 -0.86501 0.24828
N8 -2.30374 -0.75719 0.79460
H41 -1.69487 -1.06904 2.73271
H42 -4.06603 -1.64220 3.36419
H43 -5.51933 -1.40571 1.04622
H44 -3.66061 -0.67896 -0.79954
C28 -4.55486 -0.31661 -3.36220
C29 -3.39311 0.61564 -2.99637
C30 -2.07874 -0.09045 -2.97999
N9 -1.31624 -0.28068 -1.95780
N10 -0.12741 -0.92691 -2.19502
C31 -0.01191 -1.25911 -3.47363
N11 1.01824 -1.88240 -4.01906
S1 -1.39054 -0.77805 -4.40953
H45 -5.49263 0.23293 -3.31815
H46 -4.62113 -1.16977 -2.68578
H47 -4.44650 -0.70307 -4.37580
H48 -3.53547 1.08434 -2.02105
H49 -3.33414 1.42547 -3.72747
H50 1.82463 -2.12405 -3.46549
H51 1.02655 -2.12970 -4.99577
N12 0.08890 1.81903 -0.97139
C32 0.23917 2.84480 -1.47369
C33 0.41023 4.11704 -2.07488
C34 -0.48686 4.54416 -3.06064
C35 -0.31274 5.79337 -3.62284
C36 0.74032 6.60129 -3.20465
C37 1.62874 6.17248 -2.22392
C38 1.47065 4.92644 -1.64907
H52 -1.30314 3.90583 -3.37204
H53 -0.99424 6.14306 -4.38557
H54 0.86871 7.57964 -3.64835
H55 2.44103 6.81269 -1.90955
H56 2.15008 4.57882 -0.88154

Atom charges from the Löwdin analysis, given in e for atoms 1 to 5: Zr 1.891; C 0.022; C -0.227; C 0.068; C -0.202